84
Properties=species:S:1:pos:R:3:forces:R:3:mulliken_spin:R:1 method="wB97M-V/def2-TZVPD" spin_multiplicity=3 homo_lumo_gap_ev="6.658 / 7.230" e_lumo_ev="1.497 / 1.397" relative_energy_kj_mol=0.0 fmax_ev_per_a=2.29 charge=-1
W -0.475 -1.006 -0.749 0.85 0.08 2.13 1.5650
N -2.648 -4.432 0.074 0.00 0.03 -0.02 -0.0002
C -1.458 -5.101 -0.442 0.01 -0.04 -0.17 -0.0027
C -0.335 -4.134 -0.800 -0.21 -0.22 0.33 0.0177
O 0.617 -4.490 -1.453 0.07 0.12 -0.14 0.0170
O -0.506 -2.941 -0.286 0.16 0.23 -0.33 0.0569
H -3.410 -5.095 0.136 0.00 0.01 0.02 0.0002
H -2.940 -3.710 -0.582 0.02 0.03 0.03 0.0012
H -1.629 -5.681 -1.355 0.00 -0.03 0.00 -0.0006
H -1.062 -5.790 0.310 -0.01 0.04 -0.02 0.0005
O -4.832 3.871 2.109 0.01 0.02 -0.10 0.0006
C -3.614 4.058 1.962 -0.04 -0.02 0.24 0.0005
O -2.873 4.987 2.335 0.02 0.03 -0.09 0.0004
C -2.867 2.907 1.239 -0.03 -0.09 -0.06 0.0018
C -1.501 3.001 1.007 0.10 -0.08 -0.04 -0.0187
C -0.820 1.938 0.444 -0.12 0.13 0.11 0.0100
N -1.455 0.820 0.084 0.08 -0.31 -0.36 0.0579
C -2.788 0.737 0.244 -0.06 -0.10 0.07 0.0179
C -3.521 1.746 0.832 0.09 0.08 0.03 0.0019
C -3.401 -0.532 -0.322 0.14 0.33 -0.31 0.0181
O -4.570 -0.815 -0.197 -0.05 0.08 0.19 0.0230
O -2.521 -1.203 -1.004 -0.67 -0.59 -0.07 0.0524
H -1.002 3.918 1.286 0.03 0.01 0.05 -0.0003
H 0.249 1.960 0.275 0.02 -0.01 -0.04 -0.0128
H -4.587 1.644 0.973 -0.01 0.01 0.00 0.0008
C 1.877 3.059 2.751 -0.04 -0.02 -0.01 0.0011
C 0.984 2.337 3.747 0.00 0.00 0.06 -0.0011
N 1.715 1.323 4.502 -0.02 0.01 0.04 -0.0001
C 2.784 1.791 5.383 -0.02 0.00 -0.01 0.0000
C 4.173 1.483 4.844 0.03 -0.02 0.00 0.0000
C 1.403 0.010 4.579 0.13 -0.09 -0.18 -0.0019
O 2.000 -0.759 5.323 -0.11 0.04 0.14 -0.0002
C 0.324 -0.561 3.700 -0.02 0.00 -0.06 -0.0070
C -0.646 -1.367 4.280 -0.02 -0.13 0.05 0.0070
C -1.549 -2.032 3.473 0.11 0.10 -0.09 -0.0019
C -1.437 -1.902 2.098 -0.03 0.04 0.12 -0.0174
N -0.506 -1.121 1.538 0.01 -0.15 -0.30 0.0329
C 0.353 -0.460 2.320 -0.17 0.03 0.11 0.0126
H 1.309 3.826 2.230 -0.06 0.05 -0.06 0.0000
H 2.289 2.365 2.015 0.00 -0.02 -0.02 -0.0013
H 2.712 3.551 3.250 0.01 0.01 0.00 0.0000
H 0.144 1.872 3.238 -0.01 0.02 0.03 -0.0005
H 0.558 3.054 4.456 0.01 0.01 -0.03 0.0000
H 2.655 1.313 6.354 0.00 0.01 0.00 0.0000
H 2.642 2.865 5.514 0.02 0.00 -0.01 0.0000
H 4.301 0.406 4.745 -0.01 0.00 0.00 0.0000
H 4.937 1.857 5.527 0.00 0.01 0.01 0.0000
H 4.330 1.943 3.868 0.00 0.00 -0.01 0.0000
H -0.661 -1.486 5.356 -0.01 0.01 0.00 -0.0003
H -2.321 -2.668 3.879 -0.01 0.00 0.03 0.0009
H -2.086 -2.458 1.432 0.03 0.00 -0.05 0.0176
H 1.085 0.158 1.821 0.01 -0.03 -0.03 0.0007
C 4.514 0.465 -1.153 -0.02 -0.08 0.10 0.0041
Ge 2.613 0.384 -1.701 0.60 -0.14 0.16 0.0094
C 2.785 -0.161 -3.578 -0.19 -0.03 -0.07 0.0047
C 2.155 2.291 -1.621 -0.17 0.04 0.01 0.0047
C 1.724 -0.922 -0.529 -0.22 0.57 -0.95 -0.0290
H 5.066 1.203 -1.738 0.01 0.02 -0.03 -0.0004
H 4.993 -0.507 -1.281 0.02 -0.01 0.00 -0.0007
H 4.592 0.741 -0.099 0.02 0.01 0.01 0.0003
H 3.433 0.569 -4.068 0.02 -0.02 -0.04 0.0000
H 1.865 -0.245 -4.157 -0.01 0.04 0.08 -0.0014
H 3.278 -1.134 -3.601 0.00 0.00 -0.04 0.0001
H 2.786 2.770 -2.372 -0.01 0.09 0.02 -0.0001
H 2.434 2.702 -0.648 -0.02 0.03 0.01 0.0003
H 1.116 2.544 -1.830 -0.01 -0.05 -0.02 -0.0020
H 2.238 -0.797 0.427 -0.18 -0.17 0.13 0.0257
H 2.073 -1.870 -0.966 0.01 -0.07 0.20 0.0119
O -0.450 0.496 -2.302 0.00 0.35 -0.02 0.0426
C -0.681 -0.403 -3.148 0.09 0.15 -0.88 0.0369
N -0.266 -1.628 -2.845 -0.81 -0.16 -0.19 0.0334
S -0.969 -2.740 -3.903 0.48 0.19 0.13 -0.0023
O 0.057 -3.433 -4.610 -0.03 -0.15 -0.03 -0.0004
O -2.017 -3.448 -3.240 0.00 -0.14 0.00 -0.0005
C -1.639 -1.489 -4.967 -0.22 -0.34 -0.26 0.0056
C -2.271 -1.655 -6.183 -0.03 0.13 0.10 -0.0017
C -2.720 -0.499 -6.813 -0.04 -0.04 -0.09 0.0056
C -2.535 0.761 -6.248 0.08 -0.01 0.14 -0.0025
C -1.884 0.905 -5.029 -0.13 0.02 -0.19 0.0065
C -1.442 -0.250 -4.414 0.50 0.18 0.52 -0.0015
H -2.414 -2.633 -6.619 -0.01 -0.01 0.00 0.0000
H -3.230 -0.581 -7.764 0.01 0.01 0.00 0.0005
H -2.897 1.638 -6.768 -0.02 0.00 -0.01 -0.0001
H -1.726 1.873 -4.574 0.02 0.01 0.01 0.0009



7
Properties=species:S:1:pos:R:3:forces:R:3:nbo_charge:R:1 method="wB97M-V/def2-TZVPD" smiles=C#CCI homo_lumo_gap_ev=9.886 e_lumo_ev=0.352 relative_energy_kj_mol=110.5 fmax_ev_per_a=7.32 charge=0
C 1.212 1.389 -0.063 0.67 0.85 0.69 -0.2655
C 0.632 0.384 0.177 -4.25 -5.73 -1.63 -0.0170
C -0.515 -0.894 -0.098 4.69 0.07 2.12 -0.6542
I -2.328 0.000 0.028 -1.65 0.47 -0.01 0.1993
H 1.704 2.235 0.266 0.91 1.47 -0.23 0.2277
H -0.332 -1.413 -1.076 -0.04 0.93 0.96 0.2533
H -0.373 -1.700 0.766 -0.32 1.94 -1.90 0.2564



15
Properties=species:S:1:pos:R:3:forces:R:3:nbo_charge:R:1 method="wB97M-V/def2-TZVPD" smiles=Cc1cn(C)cn1 homo_lumo_gap_ev=9.382 e_lumo_ev=0.893 relative_energy_kj_mol=8.8 fmax_ev_per_a=0.26 charge=0
C 2.608 0.189 -0.325 0.03 0.04 -0.01 -0.6319
C 1.170 0.048 0.065 0.07 0.02 -0.09 0.1028
C 0.048 0.544 -0.546 0.00 -0.02 0.03 -0.1268
N -1.029 0.032 0.161 0.16 -0.14 0.14 -0.3476
C -2.443 0.026 -0.162 -0.09 0.03 -0.02 -0.3966
C -0.491 -0.727 1.151 -0.12 -0.07 0.06 0.1812
N 0.815 -0.741 1.137 -0.12 0.06 -0.12 -0.4685
H 3.224 0.463 0.537 -0.12 -0.01 -0.11 0.2247
H 2.985 -0.770 -0.700 -0.05 0.15 0.06 0.2214
H 2.751 0.937 -1.111 -0.08 -0.08 0.12 0.2117
H -0.055 1.233 -1.373 -0.11 -0.22 0.08 0.2154
H -2.632 -0.512 -1.097 0.07 0.13 0.10 0.2049
H -2.965 -0.503 0.641 0.08 0.13 -0.14 0.2134
H -2.861 1.033 -0.233 0.17 -0.07 -0.01 0.2074
H -1.125 -1.252 1.856 0.11 0.05 -0.08 0.1886



49
Properties=species:S:1:pos:R:3:forces:R:3:nbo_charge:R:1 method="wB97M-V/def2-TZVPD" smiles="O=C(NCCc1cccc(F)c1)/C(=C/c1cccnc1)NC(=O)c1ccccc1" homo_lumo_gap_ev=6.749 e_lumo_ev=-0.968 relative_energy_kj_mol=1934.1 fmax_ev_per_a=18.95 charge=0
O -1.742 0.381 -1.017 -2.14 -1.49 -4.18 -0.6019
C -1.425 0.358 0.118 0.82 5.59 -3.17 0.6143
N -1.065 1.459 0.675 -1.62 7.80 -3.99 -0.5582
C -0.966 2.828 -0.055 1.02 1.11 2.86 -0.2165
C 0.604 3.271 -0.324 -8.47 -5.61 -12.93 -0.3930
C 0.610 4.221 -1.528 1.34 4.51 6.54 0.0731
C 0.829 5.549 -0.950 2.23 -0.37 -5.18 -0.2915
C 1.131 6.590 -2.053 -0.75 -2.24 6.22 -0.1324
C 1.003 6.341 -3.352 -1.00 1.08 1.67 -0.3437
C 0.441 5.095 -3.603 2.12 4.26 -1.63 0.4540
F 0.136 4.965 -4.806 -1.91 -1.00 -6.36 -0.2952
C 0.356 4.054 -2.874 1.00 0.74 6.59 -0.3568
C -1.119 -0.644 0.916 -5.39 -5.92 7.46 0.0723
C -2.050 -0.944 1.914 -1.69 5.62 0.90 -0.1945
C -2.098 -2.002 2.867 -7.30 0.77 -0.78 -0.1258
C -1.229 -2.991 2.928 5.79 -4.41 6.42 -0.2748
C -1.379 -4.035 4.034 -8.74 8.74 -4.75 -0.1313
C -2.790 -4.151 4.558 16.00 -9.50 3.60 0.0661
N -3.623 -3.592 4.031 -12.80 11.68 -6.36 -0.4032
C -3.442 -2.328 3.398 2.64 -3.24 -0.04 0.0309
N -0.454 -1.638 0.506 7.39 -10.63 -4.17 -0.6069
C 0.847 -1.504 -0.334 -8.85 9.29 4.78 0.6887
O 0.924 -0.300 -0.527 2.51 -0.50 -1.13 -0.5767
C 1.644 -2.497 -0.628 -6.94 -10.27 -2.31 -0.2545
C 0.879 -3.773 -1.102 0.70 2.14 2.46 -0.0865
C 1.763 -4.753 -1.650 -14.26 -2.17 2.69 -0.2815
C 2.994 -4.651 -1.615 12.39 2.15 -2.63 -0.1828
C 3.795 -3.296 -1.486 -16.92 -3.23 4.74 -0.0989
C 2.811 -2.279 -1.041 11.55 -0.64 -2.00 -0.1315
H -0.666 1.609 1.476 2.46 -0.25 5.83 0.3767
H -1.529 3.729 0.520 1.46 -2.24 -0.47 0.1914
H -1.531 2.861 -0.931 -0.45 -0.70 -1.69 0.2227
H 1.147 3.144 0.386 6.62 0.69 8.90 0.1867
H 1.050 2.208 -0.881 -1.44 2.21 1.23 0.2100
H 1.341 5.624 0.039 -1.10 0.24 -0.76 0.2160
H 1.303 7.535 -1.608 0.60 1.11 -0.25 0.1977
H 0.984 7.289 -3.867 0.05 -0.71 -1.48 0.2438
H 0.145 3.143 -3.072 -1.70 -5.83 -2.60 0.2330
H -3.004 -0.064 2.161 3.19 -2.66 -1.14 0.2066
H -0.135 -2.633 2.883 -1.41 -1.24 -1.05 0.2240
H -0.646 -4.560 4.236 6.86 -5.21 2.26 0.1612
H -2.832 -5.141 5.002 -1.12 -0.07 1.00 0.1599
H -4.375 -1.854 3.193 -0.10 0.68 -0.30 0.2076
H -0.618 -2.752 0.612 -0.42 3.98 0.75 0.4044
H -0.326 -3.942 -0.773 3.79 0.39 -1.51 0.2426
H 1.055 -5.769 -1.680 2.69 2.16 -0.75 0.2268
H 3.450 -5.582 -2.090 0.48 1.42 1.11 0.2264
H 4.616 -3.261 -1.851 10.35 1.00 -3.92 0.1674
H 3.183 -1.317 -0.756 0.45 0.74 -0.49 0.2339



49
Properties=species:S:1:pos:R:3:forces:R:3:nbo_charge:R:1 method="wB97M-V/def2-TZVPD" spin_multiplicity=5 homo_lumo_gap_ev="8.903 / 6.988" e_lumo_ev="-8.499 / -11.934" relative_energy_kj_mol=17.6 fmax_ev_per_a=2.06 charge=+3
Pd -0.768 -0.121 0.363 1.85 0.70 -0.56 1.1087
C -0.494 1.638 -1.991 0.05 0.05 -0.10 -0.2425
C 0.833 0.899 -2.084 -0.10 0.10 0.02 -0.2589
N 0.874 -0.265 -1.156 -0.21 -0.08 -0.02 -0.6175
C 2.117 -0.355 -0.355 0.03 0.08 0.10 -0.2329
C 2.202 0.788 0.650 0.05 -0.10 -0.14 -0.2613
N 0.922 0.947 1.380 -0.25 -0.32 0.06 -0.5997
C 0.432 2.339 1.492 -0.02 0.13 -0.08 -0.2427
C 0.026 2.887 0.129 0.04 0.00 0.10 -0.2592
N -0.849 1.930 -0.586 -0.14 -0.44 0.23 -0.6147
H -1.293 1.018 -2.402 -0.02 0.02 0.00 0.2250
H -0.443 2.550 -2.591 0.00 0.01 0.02 0.2378
H 1.661 1.564 -1.845 0.02 -0.02 -0.02 0.2150
H 0.982 0.575 -3.114 0.04 -0.03 0.02 0.2522
H 0.767 -1.118 -1.695 0.04 0.02 -0.02 0.4098
H 3.003 -0.354 -0.994 0.00 0.00 0.00 0.2407
H 2.097 -1.303 0.185 0.00 -0.02 -0.05 0.2026
H 2.439 1.724 0.150 -0.01 0.01 0.02 0.2185
H 3.022 0.593 1.341 -0.02 0.02 0.03 0.2521
H 0.994 0.548 2.311 0.08 0.06 0.01 0.4157
H 1.189 2.989 1.940 0.01 -0.02 0.01 0.2387
H -0.433 2.325 2.155 0.02 -0.02 0.03 0.2274
H 0.899 3.099 -0.487 -0.01 0.00 -0.01 0.2157
H -0.485 3.839 0.277 0.01 0.01 -0.05 0.2489
H -1.815 2.235 -0.548 0.03 0.05 -0.02 0.4116
N -8.655 0.358 3.344 0.02 0.00 0.01 -0.5118
C -7.425 0.169 2.910 0.04 -0.01 -0.01 0.2342
C -6.500 -0.607 3.684 0.03 -0.03 0.04 -0.1629
C -5.237 -0.819 3.212 0.03 0.07 0.00 -0.1057
C -4.865 -0.265 1.973 -0.02 0.08 0.12 -0.2181
C -5.736 0.518 1.207 0.12 -0.03 -0.08 -0.1873
C -7.008 0.739 1.662 -0.06 0.05 -0.03 -0.1158
S -3.218 -0.550 1.377 -0.06 -0.32 -0.20 2.2518
O -3.131 -0.196 -0.030 -0.63 -0.18 0.08 -0.9268
O -2.232 0.146 2.189 -0.46 -0.05 0.30 -0.9132
N -3.125 -2.151 1.579 -0.21 0.11 0.06 -0.7445
C -2.064 -2.835 1.293 0.08 -0.41 0.07 0.2893
S -2.131 -4.602 1.489 0.11 0.30 -0.06 0.6357
C -0.540 -4.697 0.977 -0.08 -0.14 0.06 -0.3335
C -0.017 -3.430 0.684 0.01 0.17 0.00 0.0760
N -0.843 -2.405 0.850 -0.30 0.25 0.08 -0.5492
H -8.974 -0.036 4.224 -0.01 0.01 0.00 0.4457
H -9.332 0.900 2.817 0.00 0.00 0.00 0.4459
H -6.812 -1.021 4.635 -0.01 0.00 -0.01 0.2632
H -4.529 -1.402 3.784 -0.03 -0.03 0.02 0.2596
H -5.409 0.929 0.261 -0.03 -0.02 -0.01 0.2752
H -7.704 1.336 1.087 -0.01 -0.01 0.00 0.2612
H -0.013 -5.637 0.897 0.00 0.00 0.00 0.2994
H 1.000 -3.275 0.352 -0.01 -0.02 -0.02 0.2407



8
Properties=species:S:1:pos:R:3:forces:R:3:nbo_charge:R:1 method="wB97M-V/def2-TZVPD" smiles=C1P2#S#P1SS2 homo_lumo_gap_ev=8.296 e_lumo_ev=-0.281 relative_energy_kj_mol=7.9 fmax_ev_per_a=2.94 charge=0
C -0.266 0.378 0.200 -0.88 1.32 -2.17 -0.9749
P 0.300 2.206 0.489 -2.05 -2.06 -0.42 0.6299
S -1.657 2.547 -0.453 0.42 0.73 -0.39 -0.3497
P -2.118 0.586 0.186 0.73 0.33 0.10 0.6116
S -2.161 0.908 2.252 -0.97 -0.39 0.24 -0.1787
S -0.398 1.907 2.435 1.08 1.33 1.52 -0.2056
H -0.067 -0.062 -0.760 0.60 0.18 -0.72 0.2395
H -0.027 -0.317 0.918 1.05 -1.43 1.83 0.2279